Formula: C24H28Br2N2O6PS
Source: OMol25
Level of theory: wB97M-V/def2-TZVPD

Last column: Mulliken charge in e.
Atoms and positions in Å:
C1 1.859613 -0.222962 2.025090  -1.216
C2 1.596318 1.364391 1.637759  0.496
C3 2.798248 2.209131 2.438797  -1.020
C4 1.872546 1.605685 0.044260  -1.197
C5 0.677734 1.148332 -0.971718  -0.438
C6 -0.769853 1.869141 -0.559565  0.209
C7 -0.665062 3.520789 -0.462999  -0.627
C8 -1.153824 4.414505 -1.750032  -0.177
C9 -0.984324 6.075176 -1.641400  -0.496
C10 -0.335565 6.639057 -0.234788  -0.364
C11 0.030324 5.528898 0.914423  -0.174
N1 -0.111378 4.039427 0.844125  -0.102
C12 -1.999091 1.279901 -1.429891  0.515
Br1 -3.703042 2.165624 -0.738632  -0.124
C13 -2.250019 -0.350215 -1.147052  0.501
C14 -2.235181 -1.009977 0.362998  0.009
C15 -2.531092 -2.605611 0.610665  -0.433
C16 -2.858863 -3.673622 -0.633668  -0.483
C17 -2.879984 -3.029010 -2.154770  -0.558
C18 -2.575863 -1.408620 -2.400178  -0.211
O1 -1.996447 1.459465 -2.859646  -0.450
S1 -0.510221 1.375112 -3.634143  1.268
O2 -0.482200 2.608832 -4.621223  -0.699
O3 -0.581996 0.127769 -4.602038  -0.682
C19 1.022356 1.222490 -2.569115  0.923
C20 1.736788 -0.213702 -3.049375  0.155
O4 2.835621 -0.270096 -3.829526  -0.638
O5 1.159621 -1.555878 -2.704858  -0.673
P1 2.221840 2.601160 -3.105791  0.355
O6 2.511202 2.569016 -4.860324  -0.492
Br2 4.358007 2.300480 -2.310189  -0.274
H1 1.281879 -0.983521 1.343381  0.286
H2 3.017841 -0.409687 1.803677  0.283
H3 1.724069 -0.415437 3.179679  0.325
H4 0.592869 1.799612 2.050812  0.332
H5 2.291884 3.253509 2.719335  0.198
H6 3.190886 1.647616 3.391178  0.315
H7 3.628231 2.465871 1.649494  0.234
H8 2.816599 0.927206 -0.228780  0.444
H9 2.167051 2.710827 -0.212461  0.516
H10 0.484792 -0.006557 -0.731373  0.371
H11 -0.965382 1.507314 0.562404  0.234
H12 -1.612197 4.025908 -2.749922  0.196
H13 -1.268447 6.799838 -2.516517  0.296
H14 -0.142717 7.792700 0.002738  0.255
H15 0.469466 5.972244 1.933307  0.249
H16 -2.020259 -0.272047 1.276260  0.184
H17 -2.532181 -2.982246 1.725604  0.302
H18 -3.064401 -4.808307 -0.412100  0.285
H19 -3.137844 -3.763069 -3.034164  0.255
H20 -2.651016 -1.058357 -3.532034  0.200
H21 3.309164 1.998397 -5.066214  0.318
C21 -0.489403 -6.313847 2.127144  -0.890
C22 0.419332 -6.050234 3.323657  -0.455
C23 -0.330627 -5.468833 4.523701  -0.377
C24 -0.961371 -4.140068 4.140297  0.352
N2 -1.484687 -3.037734 3.822280  -0.565
H22 -0.939341 -5.390080 1.749935  0.133
H23 0.083086 -6.754850 1.305065  0.334
H24 -1.295743 -7.007402 2.392151  0.306
H25 1.219233 -5.365056 3.017235  0.300
H26 0.896894 -6.990328 3.621049  0.308
H27 0.360752 -5.311045 5.358225  0.287
H28 -1.114628 -6.157024 4.857759  0.285

Cartesian forces (eV/Å) of the 6 atoms listed first:
0.952 0.349 -0.487
1.453 -0.222 0.711
-1.253 0.942 -0.856
0.407 -0.331 -0.741
-0.996 -1.055 1.145
0.732 0.543 1.074

Results
E: -200796.0610 eV
Maximum force: 10.13 eV/Å
HOMO level: -4.8433 eV
Total charge: -1